Formula: C4H10O4
Source: OMol25
Level of theory: the ωB97M-V functional and the def2-TZVPD basis

Calculated values
**Structure (SMILES)**: C[C@@H](O)CC(=O)O.O
**LUMO level**: 0.70 eV
**Orbital gap**: 10.97 eV
**Total charge**: 0
**HOMO level**: -10.277 eV
**2S+1**: 1
**Energy above the lowest of the compared OMol25 structures with the same formula, charge and spin**: 0.4571 eV

Last column: natural (NBO) charge in e.
Geometry (Å):
O 1.37 -1.36 -1.47  -0.698
O 1.84 -1.53 0.71  -0.588
O 2.69 0.99 -0.15  -0.940
O -0.69 0.97 1.46  -0.737
C -0.39 -0.97 0.02  -0.541
C 1.06 -1.25 -0.15  0.814
C -2.24 0.71 -0.30  -0.625
C -0.78 0.52 0.09  0.111
H -0.04 1.11 -0.43  0.185
H -1.02 -1.45 -0.73  0.240
H 2.06 1.66 0.14  0.468
H -2.44 1.76 -0.46  0.223
H 2.33 -1.25 -1.59  0.503
H -0.77 0.22 2.07  0.469
H -0.74 -1.45 0.94  0.218
H 3.13 0.86 0.70  0.477
H -2.90 0.22 0.42  0.216
H -2.45 0.24 -1.27  0.205

Formula: C4H10O4
Source: OMol25
Level of theory: the ωB97M-V functional and the def2-TZVPD basis

Calculated values
**LUMO level (spin up / spin down)**: -2.18 / -0.32 eV
**Orbital gap (spin up / spin down)**: 5.54 / 10.36 eV
**Total charge**: 0
**HOMO level (spin up / spin down)**: -7.721 / -10.679 eV
**2S+1**: 1
**Energy above the lowest of the compared OMol25 structures with the same formula, charge and spin**: 5.9574 eV

Last column: natural (NBO) charge in e.
Geometry (Å):
O 1.64 0.72 -0.13  -0.655
O 0.57 -1.06 0.80  -0.544
O 0.29 -0.38 -2.39  -0.712
O -2.71 0.81 3.24  -0.407
C -0.60 0.03 -1.50  0.212
C -1.23 1.36 -1.65  -0.710
C 0.63 0.18 0.31  0.591
C 1.70 -1.71 1.41  -0.261
H 1.73 -2.74 1.02  0.199
H -0.42 2.12 -1.64  0.230
H -0.33 0.72 0.53  0.129
H 1.18 -0.04 -2.17  0.500
H 1.53 -1.72 2.49  0.187
H -1.92 1.48 -0.80  0.218
H -1.78 1.45 -2.60  0.239
H -1.10 -0.78 -0.96  0.166
H -1.80 0.75 2.86  0.407
H 2.63 -1.19 1.17  0.208

Formula: C4H10OS
Source: OMol25
Level of theory: the ωB97M-V functional and the def2-TZVPD basis

Calculated values
**Structure (SMILES)**: CC=O.CCS
**LUMO level**: 0.86 eV
**Orbital gap**: 9.91 eV
**Total charge**: 0
**HOMO level**: -9.047 eV
**2S+1**: 1
**Energy above the lowest of the compared OMol25 structures with the same formula, charge and spin**: 0.7037 eV

Last column: natural (NBO) charge in e.
Geometry (Å):
S -1.92 0.67 0.17  -0.053
O 0.57 -3.35 1.08  -0.520
C -0.54 1.52 1.01  -0.505
C 0.47 -2.11 -0.94  -0.726
C -0.06 2.76 0.24  -0.611
C 0.95 -3.23 -0.05  0.438
H -0.60 -2.02 -0.90  0.250
H -1.98 1.46 -0.90  0.117
H -0.72 1.73 2.05  0.218
H 0.17 2.53 -0.80  0.209
H 0.80 3.18 0.76  0.215
H 0.70 -2.24 -2.00  0.215
H 1.00 -1.23 -0.58  0.237
H 1.73 -3.92 -0.44  0.103
H -0.84 3.50 0.31  0.209
H 0.26 0.77 0.99  0.203

Formula: C4H10OS
Source: OMol25
Level of theory: the ωB97M-V functional and the def2-TZVPD basis

Calculated values
**Structure (SMILES)**: CC=O.CSC
**LUMO level**: 0.84 eV
**Orbital gap**: 9.18 eV
**Total charge**: 0
**HOMO level**: -8.343 eV
**2S+1**: 1
**Energy above the lowest of the compared OMol25 structures with the same formula, charge and spin**: 1.1633 eV

Last column: natural (NBO) charge in e.
Geometry (Å):
S 0.31 -2.49 -0.39  0.156
O 1.11 2.80 -0.76  -0.509
C 0.63 3.32 0.20  0.439
C -1.38 -3.00 -0.40  -0.766
C 0.33 -1.28 1.03  -0.713
C -0.82 3.64 0.38  -0.739
H 0.66 -1.85 1.89  0.216
H -0.72 -0.99 1.12  0.213
H 1.21 3.40 1.13  0.099
H -2.00 -2.10 -0.25  0.206
H -1.29 2.65 0.47  0.245
H 1.05 -0.59 0.61  0.236
H -1.62 -3.68 0.42  0.214
H -1.63 -3.29 -1.42  0.238
H -1.08 4.12 1.33  0.220
H -1.40 4.17 -0.37  0.244

Formula: C4H10OS
Source: OMol25
Level of theory: the ωB97M-V functional and the def2-TZVPD basis

Calculated values
**LUMO level (spin up / spin down)**: -4.58 / -9.28 eV
**Orbital gap (spin up / spin down)**: 7.27 / 2.55 eV
**Total charge**: +1
**HOMO level (spin up / spin down)**: -11.857 / -11.826 eV
**2S+1**: 2
**Energy above the lowest of the compared OMol25 structures with the same formula, charge and spin**: 2.3043 eV

Last column: natural (NBO) charge in e.
Geometry (Å):
S 2.35 -1.17 0.64  0.655
O -2.56 0.89 1.05  -0.704
C 2.69 0.29 -0.56  -0.500
C -1.99 -0.33 0.89  0.153
C -2.70 -1.35 0.29  -0.506
C 1.39 1.00 -1.09  -0.627
H 0.54 0.28 -1.12  0.238
H 1.43 -0.42 1.41  0.172
H 1.48 1.34 -2.05  0.262
H -0.90 -0.43 0.92  0.136
H -2.23 -2.29 0.15  0.200
H 1.14 1.87 -0.33  0.251
H 3.34 -0.34 -1.29  0.263
H 3.42 0.94 -0.10  0.277
H -3.55 1.03 0.86  0.516
H -3.85 -1.34 0.32  0.213

Formula: C4H10OS2
Source: OMol25
Level of theory: the ωB97M-V functional and the def2-TZVPD basis

Calculated values
**LUMO level**: -3.39 eV
**Orbital gap**: 2.99 eV
**Total charge**: 0
**HOMO level**: -6.379 eV
**2S+1**: 1
**Energy above the lowest of the compared OMol25 structures with the same formula, charge and spin**: 5.5962 eV

Last column: natural (NBO) charge in e.
Geometry (Å):
S -2.08 -0.42 0.31  -0.338
S -3.66 -0.59 -0.96  0.177
O 3.73 -1.73 0.89  -0.949
C 2.05 -0.36 -1.04  -0.313
C 1.56 0.33 0.08  -0.289
C -5.00 0.25 -0.05  -0.765
C 1.88 1.62 0.45  -0.232
H -5.98 -0.12 -0.32  0.231
H 0.83 -0.21 0.66  0.233
H 1.87 -1.39 -1.28  0.231
H -4.78 1.32 -0.11  0.228
H 2.25 2.34 -0.26  0.204
H -4.71 0.02 0.99  0.239
H 2.78 0.25 -1.57  0.190
H 3.32 -1.07 0.31  0.470
H 1.45 1.92 1.40  0.213
H 4.49 -2.14 0.48  0.472

Formula: C4H10OS2
Source: OMol25
Level of theory: the ωB97M-V functional and the def2-TZVPD basis

Calculated values
**Structure (SMILES)**: C=CCO.CSS
**LUMO level**: 0.70 eV
**Orbital gap**: 9.45 eV
**Total charge**: 0
**HOMO level**: -8.747 eV
**2S+1**: 1
**Energy above the lowest of the compared OMol25 structures with the same formula, charge and spin**: 1.9463 eV

Last column: natural (NBO) charge in e.
Geometry (Å):
S -1.74 1.34 -1.11  0.093
S -1.00 2.32 -2.80  -0.144
O -0.93 -1.85 -0.47  -0.720
C -0.80 1.99 0.35  -0.743
C 1.93 -0.61 1.13  -0.399
C 0.12 -2.21 0.42  -0.104
C 1.29 -1.27 0.16  -0.205
H 1.80 -0.84 2.22  0.193
H 0.26 2.08 0.11  0.225
H -0.91 1.30 1.19  0.234
H -1.70 3.49 -2.66  0.125
H 0.45 -3.26 0.20  0.171
H -0.31 -2.18 1.47  0.176
H -1.25 -2.65 -0.91  0.473
H 1.44 -0.95 -0.87  0.211
H 2.53 0.29 0.90  0.202
H -1.17 2.99 0.66  0.214

Formula: C4H10OS2
Source: OMol25
Level of theory: the ωB97M-V functional and the def2-TZVPD basis

Calculated values
**Structure (SMILES)**: CSSCCCO
**LUMO level**: 0.63 eV
**Orbital gap**: 8.88 eV
**Total charge**: 0
**HOMO level**: -8.248 eV
**2S+1**: 1
**Energy above the lowest of the compared OMol25 structures with the same formula, charge and spin**: 2.4549 eV

Last column: natural (NBO) charge in e.
Geometry (Å):
S 1.11 0.86 2.42  0.058
S 0.82 1.76 0.68  0.041
O -0.79 -1.71 -1.43  -0.710
C -0.69 0.79 -1.67  -0.469
C -0.82 1.40 -0.31  -0.482
C 0.03 -0.53 -1.66  -0.087
C 1.08 -1.01 2.59  -0.719
H 0.68 -1.38 3.48  0.228
H -1.09 -1.48 -0.48  0.446
H -1.65 0.62 -2.22  0.244
H 0.58 -1.49 1.84  0.214
H -1.44 0.95 0.40  0.208
H -1.25 2.39 -0.46  0.224
H 0.07 1.52 -2.21  0.222
H 0.34 -0.80 -2.74  0.186
H 2.05 -1.38 2.73  0.217
H 0.97 -0.53 -0.96  0.179

Formula: C4H10P2
Source: OMol25
Level of theory: the ωB97M-V functional and the def2-TZVPD basis

Calculated values
**LUMO level (spin up / spin down)**: 0.05 / -0.05 eV
**Orbital gap (spin up / spin down)**: 7.85 / 7.67 eV
**Total charge**: 0
**HOMO level (spin up / spin down)**: -7.801 / -7.718 eV
**2S+1**: 1
**Energy above the lowest of the compared OMol25 structures with the same formula, charge and spin**: 3.1757 eV

Last column: natural (NBO) charge in e.
Geometry (Å):
P -1.72 1.88 0.04  0.362
P 2.85 0.08 0.19  0.355
C -1.82 -1.52 -0.31  -0.584
C 1.82 1.33 -0.48  -0.673
C -0.75 -0.78 0.51  -0.568
C -0.68 0.62 0.17  -0.299
H -2.80 -1.08 -0.13  0.209
H 1.86 2.29 0.01  0.211
H -1.86 -2.57 -0.03  0.210
H -0.83 2.88 -0.37  -0.034
H 0.23 -1.26 0.33  0.223
H -1.60 -1.45 -1.37  0.210
H -0.97 -0.90 1.58  0.231
H 1.73 1.37 -1.56  0.208
H 2.44 0.16 1.52  -0.025
H 2.09 -1.06 -0.09  -0.037

Formula: C4H10S
Source: OMol25
Level of theory: the ωB97M-V functional and the def2-TZVPD basis

Calculated values
**Structure (SMILES)**: C=C.CSC
**LUMO level**: 1.05 eV
**Orbital gap**: 9.60 eV
**Total charge**: 0
**HOMO level**: -8.550 eV
**2S+1**: 1
**Energy above the lowest of the compared OMol25 structures with the same formula, charge and spin**: 1.5841 eV

Last column: natural (NBO) charge in e.
Geometry (Å):
S 0.79 -0.81 1.40  0.169
C -0.37 -1.07 2.79  -0.737
C 0.09 -2.06 0.29  -0.736
C 0.45 2.13 -1.73  -0.380
C 0.07 2.67 -2.89  -0.396
H -1.28 -1.46 2.35  0.210
H 0.47 -1.81 -0.70  0.230
H -0.82 2.29 -3.37  0.193
H 0.18 1.12 -1.45  0.193
H -0.99 -1.99 0.30  0.211
H 0.06 -1.91 3.34  0.214
H -0.66 -0.24 3.41  0.232
H 0.61 3.51 -3.30  0.194
H 1.05 2.71 -1.04  0.192
H 0.35 -3.07 0.60  0.211

Formula: C4H10S
Source: OMol25
Level of theory: the ωB97M-V functional and the def2-TZVPD basis

Calculated values
**Structure (SMILES)**: CCCSC
**LUMO level**: 1.05 eV
**Orbital gap**: 9.49 eV
**Total charge**: 0
**HOMO level**: -8.440 eV
**2S+1**: 1
**Energy above the lowest of the compared OMol25 structures with the same formula, charge and spin**: 0.1066 eV

Last column: natural (NBO) charge in e.
Geometry (Å):
S 1.36 -0.44 0.67  0.164
C -0.25 -0.97 0.00  -0.517
C -1.34 0.10 -0.10  -0.405
C 2.37 -0.21 -0.82  -0.734
C -1.43 1.06 1.09  -0.613
H -1.17 0.70 -0.99  0.195
H -0.55 -1.80 0.62  0.217
H -0.05 -1.36 -1.00  0.214
H -1.54 0.54 2.05  0.203
H -0.55 1.70 1.13  0.216
H -2.28 -0.43 -0.22  0.201
H 1.90 -0.77 -1.63  0.213
H -2.29 1.73 0.95  0.208
H 2.49 0.82 -1.12  0.213
H 3.34 -0.66 -0.62  0.224

Formula: C4H10S
Source: OMol25
Level of theory: the ωB97M-V functional and the def2-TZVPD basis

Calculated values
**Structure (SMILES)**: C=C.CCS
**LUMO level**: 0.93 eV
**Orbital gap**: 9.94 eV
**Total charge**: 0
**HOMO level**: -9.004 eV
**2S+1**: 1
**Energy above the lowest of the compared OMol25 structures with the same formula, charge and spin**: 1.3074 eV

Last column: natural (NBO) charge in e.
Geometry (Å):
S -1.12 -3.27 0.02  -0.031
C 1.49 2.89 2.79  -0.388
C -0.41 -2.35 -1.36  -0.528
C -1.26 -1.17 -1.83  -0.611
C 1.60 2.78 1.48  -0.379
H -0.86 -0.70 -2.72  0.214
H 0.61 -2.01 -1.18  0.220
H 0.55 2.94 3.33  0.194
H -2.39 -3.03 -0.33  0.115
H -1.35 -0.41 -1.06  0.214
H 2.54 2.88 0.95  0.193
H -0.20 -3.04 -2.18  0.205
H 2.32 3.29 3.36  0.191
H -2.24 -1.55 -2.11  0.201
H 0.73 2.75 0.84  0.189